# 1
{"formula": "C37H82BCl33N2OP", "method": "ωB97M-V with the def2-TZVPD basis set", "orbital_gap_ev": 4.646, "charge": -1, "lumo_ev": 1.53, "largest_force_ev_per_a": 1.41, "species": ["N", "C", "C", "P", "C", "C", "C", "Cl", "B", "N", "O", "H", "H", "H", "H", "H", "H", "H", "H", "H", "H", "H", "H", "H", "H", "H", "H", "H", "H", "Cl", "C", "C", "Cl", "H", "H", "H", "H", "Cl", "C", "C", "Cl", "H", "H", "H", "H", "Cl", "C", "C", "Cl", "H", "H", "H", "H", "Cl", "C", "C", "Cl", "H", "H", "H", "H", "Cl", "C", "C", "Cl", "H", "H", "H", "H", "Cl", "C", "C", "Cl", "H", "H", "H", "H", "Cl", "C", "C", "Cl", "H", "H", "H", "H", "Cl", "C", "C", "Cl", "H", "H", "H", "H", "Cl", "C", "C", "Cl", "H", "H", "H", "H", "Cl", "C", "C", "Cl", "H", "H", "H", "H", "Cl", "C", "C", "Cl", "H", "H", "H", "H", "Cl", "C", "C", "Cl", "H", "H", "H", "H", "Cl", "C", "C", "Cl", "H", "H", "H", "H", "Cl", "C", "C", "Cl", "H", "H", "H", "H", "Cl", "C", "C", "Cl", "H", "H", "H", "H", "Cl", "C", "C", "Cl", "H", "H", "H", "H"], "positions_angstrom": [[0.051, -2.583, 4.286], [0.016, -2.580, 2.840], [-0.873, -1.488, 2.221], [-2.630, -1.372, 3.031], [-3.620, -1.858, 1.401], [-4.722, -2.893, 1.672], [-5.966, -2.274, 2.175], [-7.165, -3.575, 2.633], [-2.862, 0.550, 2.576], [-3.926, 1.369, 3.238], [-2.091, 1.243, 1.633], [0.055, -1.639, 4.610], [-0.782, -3.028, 4.607], [-0.237, -3.560, 2.486], [1.017, -2.380, 2.495], [-0.879, -1.692, 1.163], [-0.317, -0.581, 2.348], [-2.562, -2.815, 3.390], [-2.005, -0.956, 4.325], [-3.949, -1.314, 3.740], [-3.023, -2.282, 0.615], [-4.119, -0.973, 1.011], [-4.939, -3.363, 0.739], [-4.324, -3.644, 2.324], [-6.461, -1.730, 1.403], [-5.811, -1.635, 3.006], [-3.869, 1.115, 4.216], [-4.842, 1.034, 2.979], [-2.388, 1.078, 0.748], [-7.934, 3.844, 2.287], [-7.801, 3.614, 4.050], [-6.685, 2.675, 4.424], [-7.016, 1.000, 3.922], [-8.760, 3.256, 4.411], [-7.612, 4.594, 4.484], [-6.565, 2.665, 5.505], [-5.738, 2.969, 3.975], [0.458, 0.548, -0.617], [2.233, 0.647, -0.575], [2.823, -0.123, 0.570], [2.429, 0.595, 2.158], [2.504, 1.697, -0.518], [2.597, 0.247, -1.520], [3.910, -0.119, 0.485], [2.472, -1.148, 0.577], [2.030, -3.390, -0.952], [0.453, -4.099, -0.493], [-0.593, -3.858, -1.542], [-1.054, -2.133, -1.655], [0.156, -3.681, 0.466], [0.618, -5.162, -0.366], [-1.495, -4.412, -1.297], [-0.248, -4.178, -2.517], [5.483, -0.641, 6.430], [4.073, -1.691, 6.790], [3.040, -1.632, 5.696], [2.243, -0.043, 5.613], [3.662, -1.381, 7.741], [4.452, -2.705, 6.897], [2.254, -2.365, 5.877], [3.480, -1.837, 4.724], [-0.038, -4.185, 6.820], [-0.217, -3.895, 8.558], [0.511, -2.664, 9.019], [2.288, -2.841, 8.900], [0.145, -4.776, 9.082], [-1.281, -3.784, 8.755], [0.277, -2.477, 10.064], [0.231, -1.791, 8.436], [-0.794, -6.960, 0.518], [-1.335, -8.164, -0.676], [-0.366, -8.307, -1.822], [-0.318, -6.856, -2.861], [-2.321, -7.874, -1.017], [-1.418, -9.114, -0.154], [-0.668, -9.137, -2.456], [0.641, -8.495, -1.469], [5.980, 0.649, -0.217], [6.974, 1.634, 0.889], [7.820, 0.775, 1.792], [6.835, -0.130, 2.970], [6.308, 2.275, 1.457], [7.609, 2.263, 0.271], [8.500, 1.399, 2.361], [8.407, 0.059, 1.223], [1.287, 5.914, -2.981], [0.743, 4.732, -1.759], [1.399, 4.966, -0.426], [3.149, 4.608, -0.466], [0.953, 3.736, -2.138], [-0.333, 4.841, -1.660], [0.956, 4.308, 0.318], [1.277, 5.992, -0.096], [1.244, 8.789, -1.109], [0.105, 9.463, -2.299], [-0.275, 10.884, -1.982], [-1.269, 11.006, -0.508], [-0.765, 8.816, -2.332], [0.601, 9.422, -3.268], [-0.866, 11.293, -2.799], [0.603, 11.507, -1.846], [2.965, 8.192, -5.126], [2.683, 6.935, -6.357], [3.729, 6.950, -7.436], [3.618, 8.406, -8.462], [1.692, 7.083, -6.763], [2.702, 5.978, -5.837], [3.590, 6.091, -8.088], [4.730, 6.909, -7.018], [1.869, -8.637, -5.764], [3.060, -7.841, -4.704], [3.809, -8.827, -3.848], [2.768, -9.585, -2.616], [2.532, -7.109, -4.099], [3.759, -7.316, -5.350], [4.608, -8.317, -3.315], [4.248, -9.619, -4.447], [9.117, 3.818, 2.205], [8.918, 4.094, 3.957], [9.725, 5.267, 4.441], [11.478, 4.951, 4.377], [9.194, 3.179, 4.473], [7.860, 4.278, 4.129], [9.476, 5.474, 5.479], [9.523, 6.156, 3.853], [-2.436, 7.001, -7.438], [-1.533, 7.359, -8.931], [-0.890, 6.130, -9.515], [0.431, 5.516, -8.490], [-0.793, 8.119, -8.701], [-2.244, 7.772, -9.643], [-0.457, 6.369, -10.483], [-1.609, 5.328, -9.648], [-9.359, -6.288, -2.806], [-9.393, -5.736, -1.106], [-8.511, -4.540, -0.877], [-6.788, -4.938, -1.031], [-9.097, -6.570, -0.479], [-10.425, -5.482, -0.878], [-8.658, -4.166, 0.136], [-8.737, -3.740, -1.576], [-8.529, -10.619, -6.773], [-8.560, -10.051, -5.082], [-7.678, -8.853, -4.863], [-5.948, -9.253, -5.019], [-8.265, -10.880, -4.446], [-9.591, -9.790, -4.854], [-7.827, -8.469, -3.858], [-7.904, -8.060, -5.569], [5.782, 6.658, -3.914], [5.500, 6.894, -2.171], [6.297, 8.041, -1.615], [8.049, 7.703, -1.593], [5.734, 5.963, -1.666], [4.436, 7.092, -2.049], [5.996, 8.226, -0.586], [6.138, 8.948, -2.190]]}



# 2
{"formula": "C37H90Br3N2O22P5", "method": "ωB97M-V with the def2-TZVPD basis set", "s_squared": 0.755, "orbital_gap_ev": [2.769, 7.315], "charge": -1, "lumo_ev": [1.78, 1.78], "multiplicity": 2, "largest_force_ev_per_a": 5.93, "species": ["C", "O", "N", "C", "C", "H", "H", "H", "H", "H", "H", "H", "C", "O", "N", "C", "C", "H", "H", "H", "H", "H", "H", "H", "C", "Br", "Br", "Br", "H", "C", "C", "O", "P", "O", "O", "C", "C", "O", "C", "C", "H", "H", "H", "H", "H", "H", "H", "H", "H", "H", "H", "H", "H", "H", "H", "C", "C", "O", "P", "O", "O", "C", "C", "O", "C", "C", "H", "H", "H", "H", "H", "H", "H", "H", "H", "H", "H", "H", "H", "H", "H", "C", "C", "O", "P", "O", "O", "C", "C", "O", "C", "C", "H", "H", "H", "H", "H", "H", "H", "H", "H", "H", "H", "H", "H", "H", "H", "C", "C", "O", "P", "O", "O", "C", "C", "O", "C", "C", "H", "H", "H", "H", "H", "H", "H", "H", "H", "H", "H", "H", "H", "H", "H", "C", "C", "O", "P", "O", "O", "C", "C", "O", "C", "C", "H", "H", "H", "H", "H", "H", "H", "H", "H", "H", "H", "H", "H", "H", "H"], "positions_angstrom": [[9.101, -6.746, -14.013], [10.170, -6.386, -13.605], [8.760, -8.018, -14.329], [7.443, -8.417, -14.532], [9.826, -9.018, -14.346], [8.245, -6.058, -14.099], [6.652, -7.707, -14.291], [7.009, -9.303, -14.069], [7.255, -8.602, -15.590], [9.694, -9.920, -13.748], [9.862, -9.388, -15.371], [10.784, -8.517, -14.211], [12.984, -7.506, -11.041], [13.345, -7.732, -9.886], [13.873, -7.489, -12.075], [13.311, -6.928, -13.264], [15.336, -7.675, -12.024], [11.970, -7.151, -11.282], [12.551, -7.563, -13.719], [14.032, -6.542, -13.986], [12.745, -6.022, -13.051], [15.797, -8.384, -12.711], [16.020, -6.845, -11.850], [15.496, -8.165, -11.064], [5.414, -1.706, -5.284], [5.658, 0.227, -5.191], [5.258, -2.428, -7.030], [4.209, -2.641, -3.982], [6.353, -2.036, -4.840], [1.609, -5.886, -9.346], [2.849, -6.854, -9.295], [3.199, -6.949, -10.659], [4.605, -7.677, -11.008], [4.833, -8.145, -12.401], [5.622, -6.488, -10.716], [5.435, -5.166, -11.257], [5.407, -4.190, -10.195], [4.853, -8.853, -9.864], [6.184, -9.380, -9.707], [6.792, -8.878, -8.396], [0.735, -6.257, -9.882], [1.263, -5.478, -8.397], [1.953, -5.003, -9.885], [3.651, -6.559, -8.619], [2.540, -7.845, -8.961], [6.272, -4.970, -11.927], [4.702, -5.069, -12.059], [5.601, -3.173, -10.537], [4.404, -4.105, -9.776], [5.772, -4.503, -9.217], [5.937, -10.432, -9.564], [6.721, -9.081, -10.607], [6.448, -9.335, -7.468], [7.850, -9.127, -8.475], [6.708, -7.798, -8.275], [8.224, -1.534, -18.358], [7.230, -2.177, -17.350], [7.137, -1.358, -16.176], [6.547, -2.050, -14.792], [5.629, -3.198, -14.902], [6.083, -0.777, -13.912], [5.413, -0.900, -12.738], [4.508, 0.398, -12.818], [7.916, -2.583, -14.024], [8.866, -3.493, -14.449], [10.089, -2.924, -15.093], [8.482, -2.094, -19.258], [7.913, -0.564, -18.745], [9.200, -1.361, -17.905], [6.209, -2.323, -17.702], [7.730, -3.074, -16.983], [4.977, -1.895, -12.658], [6.115, -0.783, -11.913], [3.973, 0.447, -11.870], [5.183, 1.248, -12.922], [3.772, 0.390, -13.622], [9.317, -3.944, -13.566], [8.343, -4.149, -15.145], [9.846, -1.998, -15.612], [10.695, -2.555, -14.266], [10.616, -3.646, -15.717], [8.551, -4.431, -4.747], [9.007, -5.475, -5.885], [8.939, -4.965, -7.143], [9.615, -3.574, -7.528], [11.069, -3.391, -7.237], [8.792, -2.401, -6.852], [8.924, -1.044, -7.365], [8.109, -0.968, -8.627], [9.235, -3.528, -9.107], [9.978, -4.379, -9.979], [9.439, -5.806, -9.932], [7.499, -4.152, -4.813], [8.641, -4.787, -3.721], [9.179, -3.549, -4.872], [10.025, -5.743, -5.603], [8.366, -6.345, -5.736], [8.648, -0.364, -6.560], [9.988, -0.949, -7.581], [7.260, -1.652, -8.636], [7.656, 0.006, -8.814], [8.577, -1.254, -9.569], [9.791, -3.852, -10.915], [11.057, -4.413, -9.832], [9.549, -6.363, -9.001], [8.391, -5.685, -10.208], [9.888, -6.341, -10.769], [17.178, 1.117, -9.600], [17.357, 0.776, -8.069], [16.373, -0.127, -7.638], [14.801, -0.047, -8.011], [14.412, 1.091, -8.846], [14.648, -1.571, -8.622], [14.452, -1.828, -9.969], [14.387, -3.360, -10.114], [14.121, -0.067, -6.520], [13.056, -1.043, -6.281], [13.604, -2.225, -5.434], [16.754, 0.252, -10.109], [16.538, 1.989, -9.736], [18.172, 1.408, -9.941], [18.271, 0.193, -7.956], [17.353, 1.644, -7.409], [13.529, -1.378, -10.338], [15.200, -1.372, -10.618], [13.588, -3.808, -9.523], [14.346, -3.741, -11.134], [15.130, -3.943, -9.569], [12.281, -0.564, -5.682], [12.569, -1.301, -7.222], [14.590, -2.546, -5.770], [13.539, -1.901, -4.395], [12.890, -3.028, -5.618], [12.555, -2.924, -1.689], [11.361, -2.111, -2.445], [11.911, -0.824, -2.603], [10.793, 0.373, -2.888], [9.548, 0.015, -3.608], [10.401, 0.855, -1.363], [11.247, 0.907, -0.277], [10.505, 1.695, 0.739], [11.642, 1.727, -3.480], [13.070, 1.854, -3.552], [13.458, 3.140, -4.397], [12.302, -3.979, -1.802], [13.531, -2.647, -2.086], [12.644, -2.696, -0.627], [11.163, -2.512, -3.440], [10.371, -1.881, -2.050], [11.496, -0.090, 0.084], [12.181, 1.427, -0.492], [10.335, 2.577, 0.121], [9.544, 1.240, 0.979], [10.944, 2.055, 1.670], [13.461, 2.181, -2.589], [13.549, 0.927, -3.867], [13.178, 4.036, -3.844], [14.516, 3.396, -4.333], [13.024, 3.130, -5.397]]}



# 3
{"formula": "C37H99F6N8O23S2", "method": "ωB97M-V with the def2-TZVPD basis set", "e_above_lowest_kj_mol": 0.0, "orbital_gap_ev": 8.045, "charge": 3, "lumo_ev": -6.35, "largest_force_ev_per_a": 4.59, "species": ["C", "C", "C", "O", "C", "N", "H", "H", "H", "H", "H", "H", "H", "H", "H", "H", "H", "H", "C", "C", "C", "O", "C", "N", "H", "H", "H", "H", "H", "H", "H", "H", "H", "H", "H", "H", "C", "C", "C", "O", "C", "N", "H", "H", "H", "H", "H", "H", "H", "H", "H", "H", "H", "H", "C", "C", "C", "O", "C", "N", "H", "H", "H", "H", "H", "H", "H", "H", "H", "H", "H", "H", "C", "C", "C", "O", "C", "N", "H", "H", "H", "H", "H", "H", "H", "H", "H", "H", "H", "H", "C", "C", "C", "O", "C", "N", "H", "H", "H", "H", "H", "H", "H", "H", "H", "H", "H", "H", "C", "C", "C", "O", "C", "N", "H", "H", "H", "H", "H", "H", "H", "H", "H", "H", "H", "H", "C", "C", "C", "O", "C", "N", "H", "H", "H", "H", "H", "H", "H", "H", "H", "H", "H", "H", "C", "F", "F", "F", "S", "O", "O", "O", "C", "F", "F", "F", "S", "O", "O", "O", "O", "C", "O", "O", "H", "O", "C", "O", "O", "H", "O", "C", "O", "O", "H"], "positions_angstrom": [[1.735, -3.498, 3.833], [0.257, -3.562, 3.571], [-0.488, -3.185, 4.830], [-0.213, -1.771, 5.012], [-0.651, -1.319, 6.276], [0.041, -2.521, 2.514], [0.302, -1.598, 2.858], [0.574, -2.630, 1.678], [-0.985, -2.512, 2.155], [1.919, -2.496, 4.211], [2.328, -3.727, 2.974], [1.964, -4.229, 4.627], [-0.013, -4.532, 3.190], [-0.127, -3.762, 5.676], [-1.536, -3.414, 4.873], [-0.532, -0.239, 6.186], [-0.019, -1.813, 7.042], [-1.706, -1.611, 6.500], [6.107, -2.397, -4.037], [4.679, -2.680, -4.472], [3.915, -1.348, -4.591], [2.876, -1.503, -5.505], [2.024, -0.389, -5.714], [4.568, -3.414, -5.742], [4.277, -4.396, -5.671], [3.939, -2.941, -6.406], [5.485, -3.462, -6.163], [6.805, -3.165, -4.438], [6.162, -2.604, -2.963], [6.521, -1.420, -4.317], [4.250, -3.223, -3.668], [4.684, -0.661, -5.126], [3.633, -0.949, -3.576], [2.436, 0.310, -6.458], [1.865, 0.131, -4.759], [1.028, -0.742, -5.990], [-6.321, 2.485, -2.261], [-5.933, 1.322, -1.296], [-4.486, 1.405, -0.852], [-4.368, 2.691, -0.212], [-3.049, 3.001, 0.183], [-6.794, 1.209, -0.103], [-6.952, 2.079, 0.338], [-7.697, 0.773, -0.319], [-6.737, 0.483, 1.059], [-6.212, 3.458, -1.800], [-7.276, 2.315, -2.756], [-5.567, 2.424, -3.059], [-6.024, 0.371, -1.808], [-3.721, 1.251, -1.629], [-4.331, 0.615, -0.117], [-2.484, 3.317, -0.702], [-2.531, 2.209, 0.704], [-3.273, 3.797, 0.876], [5.868, 2.243, -1.975], [5.392, 2.898, -3.225], [3.910, 3.313, -3.226], [3.735, 3.951, -4.492], [2.401, 4.330, -4.887], [6.152, 4.156, -3.610], [6.320, 4.757, -2.758], [7.067, 3.974, -3.996], [5.586, 4.518, -4.419], [5.790, 2.933, -1.145], [6.930, 1.949, -2.051], [5.241, 1.395, -1.709], [5.619, 2.309, -4.117], [3.805, 3.919, -2.269], [3.252, 2.411, -3.233], [1.978, 5.055, -4.168], [1.832, 3.384, -4.894], [2.504, 4.737, -5.869], [3.060, -0.089, 3.605], [3.686, 0.520, 2.361], [5.062, -0.102, 1.962], [5.389, 0.258, 0.587], [6.457, -0.424, -0.068], [2.794, 0.333, 1.193], [2.681, -0.717, 0.964], [1.874, 0.740, 1.470], [3.153, 0.525, 0.273], [3.305, 0.521, 4.529], [3.259, -1.170, 3.702], [1.998, -0.056, 3.386], [3.718, 1.580, 2.617], [4.975, -1.182, 1.875], [5.845, 0.146, 2.673], [7.403, -0.247, 0.443], [6.453, -0.166, -1.120], [6.195, -1.491, -0.115], [1.078, 5.414, 2.924], [0.917, 5.425, 1.422], [1.265, 4.130, 0.729], [1.036, 4.404, -0.632], [0.866, 3.323, -1.560], [-0.497, 5.693, 0.981], [-0.464, 5.419, -0.007], [-1.150, 5.096, 1.506], [-0.803, 6.629, 1.062], [0.476, 6.180, 3.434], [2.107, 5.685, 3.253], [0.714, 4.450, 3.308], [1.447, 6.239, 0.904], [0.558, 3.332, 1.097], [2.332, 3.775, 0.853], [0.789, 3.809, -2.502], [-0.034, 2.769, -1.296], [1.721, 2.647, -1.476], [-1.890, -3.891, -1.688], [-3.274, -3.165, -1.516], [-4.388, -4.165, -1.158], [-5.603, -3.431, -0.936], [-6.627, -4.182, -0.312], [-3.249, -2.161, -0.446], [-2.733, -1.380, -0.731], [-4.226, -2.000, -0.177], [-2.781, -2.640, 0.313], [-1.154, -3.081, -1.805], [-1.864, -4.564, -2.564], [-1.650, -4.470, -0.797], [-3.581, -2.695, -2.446], [-4.078, -4.647, -0.222], [-4.440, -4.973, -1.940], [-6.876, -5.116, -0.830], [-7.534, -3.607, -0.282], [-6.301, -4.556, 0.686], [-4.140, 0.347, 4.998], [-3.490, 0.500, 3.581], [-2.488, 1.553, 3.638], [-1.486, 1.216, 4.566], [-0.399, 2.125, 4.568], [-2.750, -0.712, 3.226], [-2.025, -0.824, 3.953], [-3.337, -1.601, 3.252], [-2.228, -0.505, 2.365], [-3.314, 0.355, 5.733], [-4.600, -0.627, 5.067], [-4.758, 1.169, 5.332], [-4.255, 0.575, 2.826], [-2.849, 2.525, 3.953], [-2.056, 1.615, 2.656], [0.221, 2.208, 3.645], [0.259, 1.744, 5.395], [-0.817, 3.123, 4.806], [2.108, -3.571, -1.573], [1.424, -4.514, -0.910], [2.879, -4.135, -2.551], [1.315, -2.662, -2.130], [3.192, -2.664, -0.438], [3.433, -1.438, -1.254], [2.209, -2.461, 0.640], [4.363, -3.444, -0.123], [-1.626, 1.332, -4.146], [-0.431, 1.820, -3.768], [-2.720, 2.055, -3.669], [-1.712, 1.314, -5.509], [-1.776, -0.333, -3.604], [-0.904, -1.087, -4.496], [-1.237, -0.245, -2.278], [-3.219, -0.675, -3.599], [-6.289, -1.915, 3.155], [-6.128, -1.133, 2.086], [-5.193, -1.389, 1.253], [-7.044, -0.200, 1.947], [-5.410, -2.381, 3.180], [-3.735, -5.055, 2.383], [-3.295, -3.746, 2.451], [-2.328, -3.460, 1.735], [-3.843, -3.023, 3.276], [-3.046, -5.577, 1.944], [0.311, 0.181, -0.258], [-0.350, 0.316, 0.874], [-1.556, -0.098, 0.809], [0.210, 0.801, 1.921], [-0.240, -0.233, -1.004]]}